136
Properties=species:S:1:pos:R:3 method="wB97M-V/def2-TZVPD" smiles="CCOP(=O)(OCC)OCC.CCOP(=O)(OCC)OCC.CCOP(=O)(OCC)OCC.CCOP(=O)(OCC)OCC.CN(C)C=O.CN(C)C=O.ClCCCl" homo_lumo_gap_ev=9.5 homo_energy_ev=-9.224 total_energy_ha=-5016.0381
C 0.45 -3.20 0.25
O -0.72 -3.13 0.58
N 0.87 -3.13 -1.05
C 2.29 -3.00 -1.35
C 0.00 -2.83 -2.18
H 1.30 -3.17 0.95
H 2.91 -3.59 -0.67
H 2.75 -2.02 -1.47
H 2.72 -3.42 -2.26
H -1.01 -2.75 -1.79
H 0.24 -1.87 -2.64
H -0.09 -3.65 -2.90
C -5.12 0.50 3.36
O -6.12 1.21 3.10
N -3.94 0.67 2.90
C -2.89 -0.26 3.29
C -3.70 1.83 2.05
H -5.19 -0.40 3.99
H -3.29 -1.17 3.72
H -2.21 0.28 3.95
H -2.35 -0.61 2.41
H -3.19 2.63 2.59
H -3.07 1.52 1.22
H -4.58 2.17 1.50
Cl 1.45 -0.10 0.91
C 0.45 1.21 0.28
C -0.09 0.90 -1.11
Cl 1.21 0.90 -2.24
H 1.09 2.09 0.27
H -0.38 1.38 0.96
H -0.97 1.50 -1.35
H -0.49 -0.12 -1.16
C 5.73 -5.25 -4.29
C 5.42 -5.18 -2.80
O 6.26 -4.28 -2.26
P 6.05 -3.85 -0.70
O 5.24 -4.83 0.04
O 5.34 -2.42 -0.85
C 4.85 -1.66 0.32
C 4.87 -0.18 0.02
O 7.56 -3.53 -0.15
C 8.57 -2.94 -0.92
C 8.82 -1.55 -0.30
H 6.79 -5.40 -4.51
H 5.22 -6.04 -4.86
H 5.46 -4.33 -4.82
H 4.37 -4.99 -2.57
H 5.77 -6.16 -2.49
H 3.94 -2.06 0.77
H 5.55 -1.90 1.13
H 5.84 0.03 -0.42
H 4.04 0.24 -0.53
H 4.82 0.43 0.92
H 9.52 -3.43 -0.75
H 8.36 -2.89 -1.99
H 7.97 -0.88 -0.42
H 8.84 -1.75 0.78
H 9.78 -1.14 -0.58
C 0.76 -0.43 8.65
C -0.58 -1.09 8.90
O -0.72 -2.34 8.29
P -1.02 -2.30 6.63
O -1.99 -1.27 6.19
O 0.45 -2.22 5.95
C 0.61 -1.44 4.76
C 0.12 -2.31 3.55
O -1.44 -3.84 6.27
C -0.49 -4.88 6.47
C -1.15 -5.90 7.42
H 1.60 -1.07 8.95
H 0.92 -0.22 7.59
H 0.77 0.48 9.25
H -0.64 -1.17 9.99
H -1.33 -0.37 8.59
H 0.06 -0.51 4.90
H 1.67 -1.19 4.72
H -0.03 -1.75 2.63
H 0.85 -3.11 3.46
H -0.89 -2.68 3.76
H -0.36 -5.33 5.49
H 0.48 -4.57 6.87
H -0.38 -6.60 7.75
H -1.76 -5.42 8.20
H -1.92 -6.53 6.97
C 0.65 7.66 -1.97
C 0.32 8.37 -3.24
O -0.86 7.78 -3.78
P -0.78 6.38 -4.50
O 0.21 6.21 -5.61
O -0.55 5.37 -3.29
C 0.05 4.08 -3.38
C 1.57 4.22 -3.52
O -2.34 6.16 -4.99
C -3.45 6.07 -4.11
C -4.28 4.86 -4.64
H -0.23 7.15 -1.59
H 1.39 6.88 -2.09
H 0.97 8.30 -1.14
H 0.14 9.43 -3.06
H 1.18 8.34 -3.92
H -0.08 3.59 -2.41
H -0.45 3.42 -4.09
H 1.89 3.23 -3.86
H 1.94 5.03 -4.14
H 1.99 4.40 -2.53
H -3.03 6.09 -3.11
H -3.99 6.99 -4.34
H -4.79 5.06 -5.59
H -3.69 3.94 -4.64
H -5.13 4.70 -3.98
C -1.52 1.11 -5.14
C -2.20 -0.17 -4.49
O -2.42 0.16 -3.13
P -3.91 0.32 -2.43
O -4.99 -0.57 -2.96
O -3.52 -0.10 -0.97
C -3.66 -1.42 -0.42
C -5.00 -1.51 0.26
O -4.17 1.92 -2.36
C -5.38 2.38 -1.79
C -6.53 2.23 -2.78
H -2.20 1.94 -4.94
H -0.51 1.28 -4.76
H -1.26 0.92 -6.18
H -3.08 -0.53 -5.02
H -1.47 -0.98 -4.45
H -3.51 -2.18 -1.18
H -2.86 -1.61 0.29
H -5.17 -2.59 0.36
H -5.02 -1.15 1.29
H -5.81 -1.09 -0.34
H -5.52 1.64 -1.00
H -5.23 3.40 -1.44
H -6.49 1.27 -3.29
H -7.47 2.25 -2.23
H -6.63 3.01 -3.52

132
Properties=species:S:1:pos:R:3 method="wB97M-V/def2-TZVPD" multiplicity=2 homo_lumo_gap_ev="10.3 / 4.8" charge=+4 homo_energy_ev="-18.495 / -18.495" total_energy_ha=-3628.2749
C 18.35 -11.27 -11.71
F 18.99 -10.30 -12.28
F 18.79 -11.40 -10.44
F 17.06 -10.92 -11.63
S 18.61 -12.92 -12.68
O 19.93 -13.39 -12.23
O 17.48 -13.75 -12.31
O 18.58 -12.48 -14.08
P 13.32 -9.61 -11.44
F 14.50 -10.25 -12.35
F 14.39 -9.29 -10.24
F 13.63 -8.09 -12.02
F 12.08 -9.05 -10.46
F 12.16 -9.75 -12.66
F 12.91 -11.04 -10.81
C 12.56 -7.62 -7.75
N 13.10 -8.81 -6.91
C 12.32 -8.76 -5.56
C 12.76 -10.07 -7.72
C 14.60 -8.68 -6.60
C 15.33 -9.98 -6.17
O 14.71 -10.71 -5.08
H 12.83 -7.70 -8.80
H 13.10 -6.83 -7.23
H 11.50 -7.61 -7.52
H 12.66 -7.88 -5.00
H 12.57 -9.63 -4.96
H 11.24 -8.70 -5.63
H 12.71 -10.92 -7.04
H 13.58 -10.30 -8.39
H 11.91 -9.81 -8.35
H 14.88 -7.77 -6.07
H 15.03 -8.54 -7.60
H 16.33 -9.70 -5.82
H 15.45 -10.75 -6.93
H 14.86 -11.66 -5.16
C 17.32 -7.42 -13.45
N 16.97 -8.10 -14.85
C 17.72 -7.39 -16.01
C 17.34 -9.59 -14.84
C 15.42 -7.99 -15.04
C 14.76 -6.64 -14.67
O 15.23 -5.60 -15.51
H 18.37 -7.55 -13.20
H 16.64 -7.79 -12.69
H 17.18 -6.34 -13.58
H 17.69 -8.01 -16.91
H 18.74 -7.36 -15.62
H 17.39 -6.36 -16.14
H 16.87 -9.91 -13.92
H 18.41 -9.79 -14.72
H 16.86 -10.01 -15.73
H 14.92 -8.84 -14.57
H 15.24 -8.29 -16.07
H 14.82 -6.49 -13.59
H 13.68 -6.65 -14.83
H 15.16 -4.76 -15.05
C 9.15 -5.74 -13.92
N 9.67 -7.18 -13.99
C 11.22 -7.13 -14.27
C 9.43 -7.82 -12.63
C 8.82 -7.90 -15.02
C 8.92 -7.35 -16.49
O 10.24 -7.48 -16.85
H 8.08 -5.77 -13.69
H 9.42 -5.23 -14.84
H 9.65 -5.22 -13.10
H 11.60 -6.70 -13.33
H 11.29 -6.41 -15.08
H 11.64 -8.09 -14.57
H 8.34 -7.91 -12.58
H 9.76 -7.25 -11.76
H 9.89 -8.80 -12.53
H 7.79 -7.87 -14.66
H 9.27 -8.89 -14.99
H 8.51 -6.37 -16.73
H 8.21 -7.92 -17.09
H 10.38 -7.98 -17.66
C 12.20 -0.46 -8.12
C 13.46 -1.10 -8.83
C 13.87 -2.48 -8.34
N 14.75 -3.27 -9.32
C 16.05 -2.63 -9.65
C 13.96 -3.58 -10.63
C 14.45 -4.99 -11.05
C 15.28 -5.61 -9.89
C 15.03 -4.68 -8.70
H 12.18 0.51 -8.61
H 12.33 -0.24 -7.07
H 11.24 -0.97 -8.24
H 14.26 -0.36 -8.84
H 13.14 -1.17 -9.87
H 12.90 -2.97 -8.26
H 14.44 -2.53 -7.41
H 15.96 -1.66 -10.13
H 16.48 -3.29 -10.40
H 16.54 -2.53 -8.68
H 14.16 -2.76 -11.32
H 12.92 -3.75 -10.36
H 15.07 -4.87 -11.94
H 13.53 -5.55 -11.24
H 16.33 -5.62 -10.19
H 15.17 -6.69 -9.82
H 15.69 -4.54 -7.85
H 14.07 -4.91 -8.23
C 14.62 -17.79 -14.71
C 14.75 -16.46 -13.97
C 13.67 -15.36 -14.43
N 13.91 -13.88 -13.89
C 15.00 -13.26 -14.85
C 12.59 -13.08 -14.02
C 11.82 -13.63 -12.82
C 12.73 -14.12 -11.80
C 14.15 -13.87 -12.38
H 14.67 -17.54 -15.77
H 13.69 -18.28 -14.41
H 15.51 -18.40 -14.53
H 15.78 -16.19 -14.21
H 14.74 -16.73 -12.92
H 12.73 -15.75 -14.06
H 13.59 -15.27 -15.51
H 15.92 -13.79 -14.63
H 15.14 -12.24 -14.49
H 14.62 -13.34 -15.87
H 12.90 -12.04 -13.91
H 12.14 -13.05 -15.01
H 11.42 -12.69 -12.42
H 10.98 -14.30 -13.04
H 12.51 -13.61 -10.87
H 12.61 -15.19 -11.61
H 14.35 -12.83 -12.12
H 14.97 -14.52 -12.07